76
Properties=species:S:1:pos:R:3:mulliken_spin:R:1 method="wB97M-V/def2-TZVPD" homo_ev="-3.233 / -8.612" multiplicity=2 s_squared=0.751
Ag 0.145 -0.465 -0.238 1.62
S 3.642 0.001 1.710 0.06
S -3.302 -0.439 1.527 -0.08
S -0.177 -3.713 1.490 0.15
S -0.774 3.406 -0.345 0.05
S -2.237 0.315 -3.465 -0.22
O 3.989 0.271 3.146 -0.05
O -0.389 -2.410 0.908 -0.05
O -2.134 3.452 -0.846 -0.01
O -1.762 0.179 -2.093 -0.24
O -0.979 -4.892 1.175 -0.02
O 2.204 -0.089 1.345 -0.42
O -0.291 2.041 -0.248 -0.03
O -2.903 -0.816 -4.101 0.00
O -1.964 -0.040 1.227 -0.04
O -4.029 0.228 2.604 0.00
C -2.661 2.341 -5.267 0.00
C -3.556 -2.312 1.679 0.01
C -4.445 -0.292 0.079 0.01
C -0.470 4.409 1.150 0.00
C -1.139 1.878 -5.370 0.00
C 5.901 -1.247 0.976 -0.02
C 1.107 -3.573 3.992 0.01
C -4.159 -2.868 0.434 0.01
C 1.038 4.694 1.259 -0.01
C -0.351 -3.657 3.358 0.02
C -5.091 -1.699 -0.062 0.00
C 1.407 5.250 -0.174 -0.01
C 2.051 -4.553 3.050 0.00
C 1.624 -4.281 1.520 -0.08
C 5.991 0.142 0.414 -0.01
C -0.824 0.541 -4.591 0.04
C -3.103 1.929 -3.877 0.05
C 4.647 0.979 0.544 0.00
C 4.469 -1.622 1.220 0.06
C 0.426 4.487 -1.255 -0.01
H -3.879 0.098 -0.767 0.01
H -5.377 -1.822 -1.107 0.00
H 4.855 1.968 0.953 -0.01
H 1.262 6.315 -0.352 0.00
H 1.329 -2.507 3.929 0.00
H 6.409 -2.001 0.376 0.00
H -0.243 5.185 -1.757 0.01
H 1.956 -5.580 3.403 0.00
H 6.485 -1.198 1.895 0.00
H 3.113 -4.329 3.150 0.00
H 4.368 -2.375 2.002 0.01
H -6.055 -1.783 0.440 0.00
H -3.428 -3.034 -0.358 0.00
H -2.786 2.603 -3.082 0.00
H 3.922 -1.952 0.337 0.03
H -3.429 2.006 -5.965 0.00
H -2.656 3.422 -5.406 0.00
H -0.940 5.351 0.867 0.00
H -4.856 -3.663 0.699 0.00
H 0.087 0.758 -4.032 0.03
H -4.188 1.858 -3.790 -0.01
H 6.695 0.702 1.028 0.00
H -1.109 -2.911 3.598 -0.01
H 1.367 5.427 1.995 0.00
H 0.923 3.953 -2.065 0.01
H -5.144 0.412 0.532 0.00
H -0.919 3.888 1.995 0.00
H 6.418 -0.001 -0.578 0.00
H 4.112 1.066 -0.401 0.02
H 1.744 -5.158 0.884 0.01
H 2.288 -3.491 1.168 0.07
H -0.826 1.776 -6.409 0.00
H -0.551 -4.720 3.488 0.00
H -0.680 -0.313 -5.254 0.00
H 1.206 -3.896 5.028 0.00
H -2.673 -2.832 2.050 0.01
H 1.607 3.780 1.429 0.02
H 2.478 5.103 -0.314 0.00
H -4.315 -2.310 2.461 0.00
H -0.473 2.629 -4.945 0.00

***

79
Properties=species:S:1:pos:R:3:lowdin_charge:R:1 method="wB97M-V/def2-TZVPD" homo_ev=-4.678 charge=-1
Br 2.132 5.495 -3.001 0.51
S -3.285 0.811 -0.698 0.84
P 3.090 -0.840 -3.707 0.93
O -0.608 2.306 10.211 -0.01
O 0.653 1.064 -0.953 -0.09
O 3.044 -4.680 -5.443 -0.02
O 1.443 1.193 -3.112 -0.11
O -3.962 1.966 5.132 -0.01
O 3.381 2.675 -1.114 0.01
O 0.912 3.641 -4.832 -0.10
O -5.527 0.390 -2.481 -0.12
O 4.814 0.594 -0.935 -0.10
N -1.594 3.646 8.601 -0.21
N -6.848 -1.364 -1.382 -0.04
N -5.746 -1.079 -0.564 -0.04
N -5.454 0.821 3.782 -0.20
N 4.482 -6.136 -4.359 -0.20
C -1.704 4.960 8.004 -0.07
C 2.490 0.404 -2.388 -0.40
C 4.675 -7.098 -3.294 -0.07
C 1.890 -2.331 -3.903 -0.32
C -4.236 1.392 4.086 -0.31
C -6.747 -0.456 -2.610 -0.04
C 3.275 -5.501 -4.564 -0.31
C -5.699 0.158 2.518 -0.08
C -0.749 3.390 9.660 -0.34
C 5.593 -5.833 -5.237 -0.05
C -2.398 2.566 8.067 -0.05
C 1.476 -0.167 -1.187 -0.11
C -4.900 -0.002 -1.208 -0.47
C 5.864 1.572 -0.609 -0.11
C -6.523 0.885 4.757 -0.06
C 0.097 3.184 -2.337 -0.06
C -1.232 0.969 -2.830 -0.13
C 0.942 3.928 -3.529 -0.58
C -1.985 -0.058 -1.795 -0.44
C 4.782 -1.621 -3.273 -0.35
B 0.217 1.544 -2.311 -0.91
B 3.597 1.233 -1.475 -0.42
H -1.044 5.677 8.502 0.08
H -6.742 1.934 4.977 0.09
H -6.523 0.664 2.007 0.09
H -7.486 -0.419 -3.529 0.13
H 2.137 -0.429 -0.257 0.13
H -1.428 4.893 6.947 0.09
H 5.815 -4.764 -5.175 0.08
H -6.195 0.393 5.678 0.09
H 5.034 -2.602 -3.882 0.03
H -3.496 1.286 3.276 0.13
H 0.808 -1.931 -4.103 0.05
H 3.237 2.643 -0.104 0.13
H -7.422 0.392 4.377 0.09
H -1.007 3.595 -2.385 0.12
H -0.185 4.279 9.987 0.12
H 0.876 -1.095 -1.613 0.12
H 1.906 -2.920 -2.876 0.04
H 2.248 -3.107 -4.722 0.02
H -3.040 2.174 8.861 0.09
H 5.995 2.296 -1.545 0.12
H 5.471 -6.740 -2.635 0.09
H -3.014 2.918 7.235 0.07
H -1.736 1.766 7.722 0.10
H -2.564 -0.846 -2.481 0.10
H -5.973 -0.883 2.712 0.09
H 5.664 -0.871 -3.471 0.04
H -2.738 5.304 8.092 0.09
H -1.989 1.806 -3.163 0.10
H 2.500 -5.804 -3.841 0.14
H 0.566 3.569 -1.309 0.11
H -1.262 -0.702 -1.127 0.08
H 5.580 2.134 0.379 0.10
H 4.963 -8.057 -3.731 0.09
H 6.477 -6.410 -4.954 0.09
H 6.875 0.958 -0.504 0.11
H -4.812 0.183 1.881 0.05
H 3.759 -7.230 -2.711 0.08
H 5.310 -6.075 -6.266 0.09
H -1.006 0.334 -3.816 0.12
H 4.793 -1.932 -2.122 0.05

***

74
Properties=species:S:1:pos:R:3:mulliken_spin:R:1 method="wB97M-V/def2-TZVPD" homo_ev="-9.130 / -9.130" relative_energy_kj_mol=0.00 multiplicity=4 s_squared=3.816
Cr -11.333 27.795 21.279 3.17
Cl -9.345 28.632 20.335 -0.01
Cl -17.310 29.825 21.503 0.00
Cl -10.556 27.750 23.639 -0.08
Cl -11.549 24.629 27.134 0.00
Cl -16.155 29.760 18.803 0.00
Cl -13.514 26.786 21.631 -0.03
Cl -14.240 24.527 25.871 0.00
O -5.596 27.468 24.654 0.00
O -10.787 32.542 19.190 0.00
O -10.840 25.834 18.020 0.00
O -12.186 29.702 21.635 -0.02
O -10.650 25.688 20.966 -0.02
O -12.145 28.381 19.279 -0.01
C -16.901 28.797 20.097 0.00
C -9.028 32.681 20.773 0.00
C -8.633 32.171 18.306 0.00
C -9.219 24.344 17.033 0.00
C -5.907 27.055 22.336 0.00
C -12.700 30.806 21.936 -0.01
C -10.545 25.137 17.018 0.00
C -10.661 23.448 21.804 0.00
C -9.989 24.647 21.167 -0.01
C -11.438 24.973 15.819 0.00
C -12.502 31.416 23.298 0.00
C -12.454 24.895 25.668 0.00
C -5.938 27.899 23.554 0.00
C -9.599 32.497 19.387 0.00
C -13.778 27.763 17.622 0.00
C -12.257 29.838 17.391 0.00
C -13.548 31.478 20.927 0.00
C -12.666 28.610 18.185 -0.01
C -6.272 29.307 23.318 -0.01
C -8.538 24.496 20.749 0.00
H -12.421 30.589 24.004 0.00
H -17.794 28.292 19.728 0.00
H -12.466 25.289 15.993 0.00
H -5.634 29.762 22.561 0.00
H -8.843 24.162 18.040 0.00
H -9.888 32.821 21.429 0.00
H -5.513 26.052 22.498 0.00
H -11.344 23.963 15.418 0.00
H -8.264 25.391 20.190 0.00
H -13.835 30.746 20.173 0.00
H -12.043 24.228 24.910 0.00
H -9.083 31.626 17.477 0.00
H -14.619 28.399 17.348 0.00
H -6.168 29.898 24.228 0.00
H -8.150 33.062 17.905 0.00
H -14.167 27.012 18.309 0.00
H -7.883 31.459 18.652 0.00
H -11.026 25.699 15.118 0.00
H -8.444 24.882 16.488 0.00
H -13.072 30.505 17.110 0.00
H -9.274 23.353 16.582 0.00
H -7.311 29.338 22.989 0.00
H -16.204 28.023 20.415 0.00
H -14.476 31.843 21.368 0.00
H -12.312 25.950 25.434 0.00
H -7.894 24.492 21.629 0.00
H -11.623 32.059 23.253 0.00
H -13.272 32.109 23.639 0.00
H -11.604 30.414 18.048 0.00
H -13.073 32.325 20.432 0.00
H -13.455 27.217 16.735 0.00
H -11.725 23.393 21.575 0.00
H -10.289 22.505 21.405 0.00
H -8.570 31.733 21.053 0.00
H -8.390 33.565 20.768 0.00
H -5.266 27.553 21.608 0.00
H -11.762 29.484 16.486 0.00
H -10.542 23.333 22.881 0.00
H -6.934 26.969 21.982 0.00
H -8.359 23.537 20.263 0.00

***

66
Properties=species:S:1:pos:R:3:nbo_charge:R:1 method="wB97M-V/def2-TZVPD" homo_ev="-4.642 / -7.440" multiplicity=2 s_squared=0.758
Cu -0.738 1.082 -0.853 0.86
S 0.532 0.637 1.139 -0.52
Si 0.801 -1.484 1.168 2.26
O 2.240 -2.073 0.654 -0.98
O -0.447 -2.024 0.235 -0.96
O 0.511 -1.993 2.711 -0.97
C -1.984 1.338 -2.307 -0.40
C 1.646 -3.046 -1.552 -0.64
C 0.341 2.973 -0.362 -0.31
C 0.601 2.350 -1.588 -0.47
C 3.842 -1.925 -1.152 -0.63
C -2.173 3.492 -0.874 -0.43
C 2.758 -2.801 -0.545 0.30
C -2.697 -2.035 -0.541 -0.62
C 0.010 2.844 -2.899 -0.43
C 1.985 -3.818 3.356 -0.64
C 1.420 -2.466 3.758 0.28
C 0.560 -2.631 5.002 -0.62
C -0.831 3.895 -0.176 -0.45
C -2.398 2.018 -1.138 -0.50
C -2.244 -1.352 1.814 -0.66
C 3.344 -4.124 -0.069 -0.63
C -1.197 2.008 -3.410 -0.43
C -1.891 -3.735 1.139 -0.63
C -1.825 -2.281 0.681 0.28
C 2.529 -1.447 3.978 -0.64
H 0.868 -3.701 -1.144 0.23
H 1.506 1.730 -1.677 0.22
H 1.098 3.051 0.423 0.20
H 3.167 -1.346 3.090 0.22
H -2.579 -1.004 -0.912 0.22
H 3.158 -1.785 4.814 0.22
H -2.908 -3.979 1.477 0.21
H -3.321 -1.489 1.991 0.22
H 1.199 -2.102 -1.893 0.23
H -1.628 -4.405 0.312 0.21
H 2.110 -0.466 4.238 0.22
H -1.722 -1.587 2.748 0.24
H 4.161 -3.959 0.646 0.22
H -1.842 2.651 -4.035 0.20
H -3.229 1.576 -0.570 0.22
H 1.768 1.287 1.044 0.20
H -0.571 4.917 -0.511 0.20
H -0.248 -3.354 4.823 0.21
H 1.171 -4.529 3.155 0.21
H -0.298 3.894 -2.806 0.20
H 4.269 -2.411 -2.044 0.21
H -1.018 3.986 0.907 0.21
H -2.986 3.826 -0.206 0.22
H -2.435 -2.734 -1.348 0.21
H 0.800 2.815 -3.665 0.22
H -2.308 4.086 -1.794 0.20
H -2.082 -0.300 1.557 0.22
H -2.576 0.466 -2.615 0.22
H 2.594 -4.219 4.180 0.21
H -1.198 -3.905 1.974 0.22
H 2.622 -3.731 2.466 0.23
H 2.573 -4.756 0.392 0.22
H -3.754 -2.186 -0.282 0.21
H -0.832 1.231 -4.098 0.21
H 2.072 -3.548 -2.436 0.21
H 3.763 -4.683 -0.920 0.22
H 1.174 -3.010 5.831 0.21
H 3.429 -0.954 -1.460 0.22
H 4.657 -1.763 -0.436 0.21
H 0.121 -1.674 5.311 0.22

***

74
Properties=species:S:1:pos:R:3:lowdin_charge:R:1 method="wB97M-V/def2-TZVPD" homo_ev=-4.614 charge=-1 relative_energy_kj_mol=941.67
P -1.509 -1.321 0.058 0.56
F 1.381 -1.655 -3.507 -0.10
O 4.335 8.002 -1.969 0.13
O -0.128 -0.823 1.052 -0.27
O 3.854 5.803 -2.380 0.06
O 4.968 7.003 -3.927 0.06
O 2.990 -0.336 2.808 0.00
O -2.553 2.024 3.593 -0.27
O 2.247 -0.221 0.836 -0.05
O 1.885 1.503 -2.525 -0.04
O -0.521 -1.672 -1.376 -0.30
N 0.577 0.986 -0.401 -0.03
N -2.858 -1.797 -1.027 -0.26
N 2.102 -0.759 2.077 -0.02
C 2.827 -3.175 -2.081 -0.09
C 1.672 1.643 -1.209 -0.26
C -1.439 2.445 4.469 -0.13
C -2.249 -5.585 2.554 -0.16
C 3.911 5.015 -3.554 -0.14
C 0.950 -0.390 0.100 -0.34
C -0.761 -5.277 1.870 -0.26
C -0.490 -3.639 1.669 -0.23
C 2.060 -1.693 -2.175 -0.20
C -2.528 0.573 3.341 -0.23
C -2.835 -1.255 1.434 -0.29
C -4.394 0.322 -1.479 -0.14
C 0.924 -1.655 -0.994 -0.16
C 5.011 5.650 -4.341 -0.14
C 0.106 1.911 0.699 -0.08
C 4.381 7.023 -2.695 -0.52
C -3.216 -0.711 -2.016 -0.33
C -1.350 -3.204 0.345 -0.27
C 2.706 2.702 -0.429 -0.04
C -3.290 0.247 1.897 -0.22
H -2.312 -0.101 -2.440 0.10
H 4.124 3.971 -3.309 0.13
H -3.804 -1.782 0.991 0.09
H -0.948 1.652 1.148 0.09
H -3.186 0.046 4.165 0.13
H 0.874 2.032 1.583 0.10
H -1.876 0.022 -0.309 0.04
H 2.069 3.682 -0.208 0.09
H -3.698 -1.269 -2.955 0.11
H -4.896 -0.121 -0.508 0.07
H -1.877 3.088 5.367 0.09
H 4.851 5.569 -5.419 0.14
H 1.290 -2.540 -0.286 0.13
H -0.768 3.176 3.834 0.09
H -2.465 -4.938 3.505 0.07
H -3.911 1.358 -1.154 0.06
H -4.448 0.172 2.178 0.11
H -5.146 0.566 -2.343 0.06
H 0.671 -3.480 1.581 0.09
H -0.013 2.993 0.210 0.11
H -2.334 -6.732 2.841 0.06
H 3.577 3.034 -1.147 0.07
H -1.449 0.114 3.244 0.12
H -0.775 1.553 4.848 0.10
H 2.907 -0.889 -2.052 0.14
H -2.566 -1.853 2.411 0.08
H -2.598 -2.698 -1.484 0.06
H -0.912 -3.767 -0.594 0.10
H 3.271 -3.220 -0.978 0.09
H 2.063 -4.071 -2.230 0.10
H -0.840 -5.720 0.765 0.10
H 3.745 -3.243 -2.837 0.08
H 2.944 5.071 -4.065 0.14
H 5.994 5.237 -4.094 0.13
H -3.086 -5.392 1.728 0.07
H -2.451 -3.626 0.492 0.09
H -3.154 1.087 1.096 0.08
H 3.076 2.295 0.606 0.08
H 0.120 -5.819 2.426 0.09
H -0.829 -3.142 2.673 0.10

***

67
Properties=species:S:1:pos:R:3:nbo_charge:R:1 method="wB97M-V/def2-TZVPD" homo_ev="-20.851 / -20.850" charge=+4 relative_energy_kj_mol=244.91
Hf 0.040 -0.212 0.170 1.78
S -0.673 -2.139 4.566 0.66
P -2.559 0.304 0.160 0.97
P 2.496 0.012 1.430 0.77
P 0.529 -2.426 -0.817 0.78
O 0.207 1.130 -1.306 -0.74
N -0.633 -0.480 2.597 -0.62
C -0.939 -3.078 -1.657 -0.92
C -0.515 -0.438 4.909 -0.37
C 0.348 0.837 -4.914 -0.17
C 1.930 -2.273 -2.042 -0.90
C -0.563 0.317 3.762 -0.06
C -0.078 1.373 -2.612 0.52
C 0.854 3.407 0.268 -0.39
C 1.007 -3.601 0.503 -0.92
C -3.337 0.516 -1.470 -0.93
C -3.563 -0.979 0.994 -0.93
C -1.262 2.552 -4.355 -0.17
C -0.853 -1.785 2.901 -0.20
C -3.121 1.780 1.054 -0.93
C 0.185 3.791 1.377 -0.32
C 2.816 -1.274 2.681 -0.93
C 3.920 -0.171 0.294 -0.92
C 2.977 1.545 2.313 -0.90
C 0.542 0.551 -3.569 -0.21
C -0.956 2.397 -2.993 -0.20
C -0.588 1.791 -5.331 0.11
H 2.097 -3.798 0.501 0.30
H -1.265 -1.496 -0.048 -0.23
H 2.869 -2.271 2.213 0.25
H -2.590 2.679 0.696 0.26
H -1.709 -3.166 -0.859 0.26
H 3.954 -1.177 -0.140 0.25
H 0.662 3.844 2.377 0.23
H -3.547 -0.445 -1.919 0.27
H 4.052 1.521 2.528 0.29
H 2.706 -3.006 -1.832 0.30
H -3.052 -1.309 1.918 0.25
H 2.747 2.427 1.711 0.25
H -1.181 -2.545 2.189 0.25
H 3.778 -1.070 3.184 0.29
H -1.316 3.079 -2.223 0.28
H -0.766 1.951 -6.398 0.29
H -0.540 1.411 3.659 0.26
H 0.926 0.268 -5.662 0.29
H 3.833 0.558 -0.524 0.25
H 0.704 -3.237 1.514 0.26
H 0.415 -4.493 0.227 0.30
H -3.690 -1.854 0.333 0.26
H 0.282 3.126 -0.630 0.17
H -0.900 4.022 1.319 0.22
H 1.226 -0.243 -3.245 0.25
H -2.919 1.676 2.136 0.27
H -2.673 1.048 -2.142 0.23
H -4.210 1.902 0.904 0.30
H 1.457 -2.449 -3.003 0.27
H -0.349 -0.066 5.901 0.30
H 2.395 -1.294 -2.043 0.25
H 1.904 3.047 0.241 0.20
H 2.420 1.624 3.252 0.26
H -1.331 -2.291 -2.316 0.25
H -4.250 1.098 -1.385 0.30
H 2.022 -1.299 3.444 0.25
H -0.663 -3.980 -2.243 0.30
H -4.546 -0.548 1.254 0.29
H -2.020 3.289 -4.641 0.30
H 4.857 0.020 0.837 0.29